No. 1
The following is a DFT calculation (ωB97M-V/def2-TZVPD) of 12 unconnected molecules or ions with the total composition C48H96O24 at a distorted geometry.

XYZ file:
```
168
Properties=species:S:1:pos:R:3
C 6.52 -5.17 -0.35
C 5.57 -6.17 -0.91
O 4.32 -6.03 -0.28
C 3.42 -5.10 -0.68
C 2.24 -5.21 0.25
O 3.42 -4.29 -1.60
H 7.44 -5.33 -0.91
H 6.77 -5.35 0.70
H 6.19 -4.14 -0.40
H 5.47 -6.01 -1.98
H 5.87 -7.21 -0.78
H 1.44 -5.77 -0.23
H 1.80 -4.24 0.47
H 2.51 -5.72 1.18
C 0.34 8.31 -3.43
C 0.91 6.82 -3.60
O -0.19 5.89 -3.44
C -0.33 5.15 -2.33
C -1.55 4.23 -2.47
O 0.36 5.12 -1.31
H -0.41 8.57 -4.17
H 1.06 9.12 -3.49
H -0.27 8.35 -2.52
H 1.22 6.61 -4.63
H 1.76 6.58 -2.96
H -2.27 4.54 -3.22
H -2.13 4.18 -1.55
H -1.12 3.24 -2.63
C 2.77 -0.90 -3.67
C 3.80 0.15 -3.22
O 4.97 -0.49 -2.80
C 6.05 0.25 -2.52
C 7.18 -0.59 -2.09
O 6.16 1.46 -2.64
H 3.17 -1.63 -4.36
H 1.91 -0.49 -4.20
H 2.45 -1.44 -2.77
H 3.97 0.78 -4.10
H 3.36 0.80 -2.47
H 7.44 -0.16 -1.13
H 8.01 -0.54 -2.80
H 6.90 -1.63 -1.94
C -6.46 3.06 2.45
C -6.17 1.79 1.61
O -5.88 2.05 0.21
C -4.63 2.38 -0.20
C -4.61 2.78 -1.64
O -3.68 2.49 0.58
H -5.58 3.69 2.57
H -6.93 2.82 3.41
H -7.19 3.60 1.85
H -5.40 1.18 2.10
H -7.03 1.13 1.64
H -4.63 3.85 -1.82
H -5.27 2.17 -2.25
H -3.60 2.47 -1.93
C -3.58 -9.16 -1.58
C -2.57 -8.06 -1.15
O -3.20 -6.84 -1.44
C -2.50 -5.70 -1.39
C -3.32 -4.46 -1.70
O -1.28 -5.56 -1.27
H -3.73 -9.07 -2.65
H -4.53 -9.01 -1.08
H -3.26 -10.17 -1.30
H -2.29 -8.11 -0.10
H -1.66 -8.08 -1.75
H -3.77 -4.64 -2.68
H -2.71 -3.57 -1.85
H -4.06 -4.35 -0.91
C -5.27 -1.29 -0.41
C -4.29 -1.89 0.51
O -3.66 -0.80 1.18
C -2.75 -1.08 2.12
C -2.30 0.14 2.94
O -2.42 -2.22 2.51
H -5.83 -2.09 -0.89
H -4.87 -0.73 -1.25
H -6.00 -0.62 0.06
H -4.79 -2.51 1.25
H -3.54 -2.48 -0.01
H -2.68 1.13 2.70
H -1.21 0.17 2.92
H -2.54 -0.11 3.98
C -1.23 -2.37 -7.07
C -0.10 -1.74 -6.22
O -0.69 -0.63 -5.44
C -1.05 -0.84 -4.18
C -1.63 0.43 -3.53
O -1.14 -1.92 -3.68
H -2.04 -2.85 -6.52
H -0.85 -3.17 -7.71
H -1.69 -1.64 -7.73
H 0.35 -2.57 -5.68
H 0.67 -1.21 -6.78
H -1.79 0.21 -2.48
H -2.52 0.76 -4.07
H -0.88 1.22 -3.55
C -1.13 -1.90 6.24
C -0.05 -2.44 5.32
O 0.35 -1.43 4.42
C 1.46 -0.63 4.63
C 1.66 0.40 3.57
O 2.27 -0.76 5.56
H -2.01 -1.64 5.64
H -0.87 -1.01 6.82
H -1.39 -2.74 6.89
H 0.78 -2.83 5.91
H -0.52 -3.21 4.71
H 2.72 0.44 3.33
H 1.38 1.38 3.94
H 1.03 0.24 2.69
C -5.36 6.14 4.91
C -3.86 6.27 4.64
O -3.30 5.09 4.02
C -2.02 5.12 3.71
C -1.68 3.78 3.06
O -1.19 6.03 3.78
H -5.56 5.28 5.55
H -5.94 6.06 3.99
H -5.72 7.05 5.39
H -3.64 7.09 3.96
H -3.44 6.51 5.62
H -1.42 3.05 3.83
H -0.77 3.91 2.47
H -2.46 3.44 2.38
C -0.24 -2.70 -0.14
C 0.63 -1.49 -0.57
O 0.06 -0.32 0.05
C 0.43 0.97 -0.31
C -0.16 2.08 0.55
O 1.14 1.30 -1.26
H -1.29 -2.47 -0.30
H -0.06 -3.01 0.89
H -0.04 -3.60 -0.71
H 1.67 -1.55 -0.25
H 0.45 -1.31 -1.63
H 0.19 1.99 1.57
H -1.24 2.01 0.45
H 0.12 3.09 0.22
C 4.20 0.08 0.59
C 4.66 -1.40 0.69
O 3.69 -2.18 1.50
C 4.16 -3.04 2.48
C 2.99 -3.66 3.30
O 5.26 -3.44 2.64
H 4.14 0.56 1.57
H 3.26 0.15 0.04
H 4.98 0.59 0.01
H 4.79 -1.77 -0.32
H 5.61 -1.33 1.21
H 2.75 -3.04 4.17
H 3.30 -4.66 3.61
H 2.05 -3.69 2.75
C 3.61 3.54 -1.63
C 3.51 3.26 -0.09
O 2.74 4.25 0.55
C 2.70 4.39 1.87
C 1.85 5.54 2.36
O 3.24 3.67 2.64
H 2.60 3.46 -2.03
H 4.18 2.76 -2.13
H 3.96 4.54 -1.89
H 3.03 2.30 0.08
H 4.52 3.28 0.33
H 2.18 6.49 1.92
H 2.03 5.78 3.40
H 0.80 5.37 2.13
```

HOMO level ... -9.6139 eV
Total energy ... -3692.372500 Eh
Orbital gap ... 0.3684 Eh
SMILES string ... CCOC(C)=O.CCOC(C)=O.CCOC(C)=O.CCOC(C)=O.CCOC(C)=O.CCOC(C)=O.CCOC(C)=O.CCOC(C)=O.CCOC(C)=O.CCOC(C)=O.CCOC(C)=O.CCOC(C)=O
Energy above the lowest of the compared OMol25 structures with the same formula, charge and spin ... 138.6 kJ/mol

=====

No. 2
The following is a DFT calculation (ωB97M-V/def2-TZVPD) of 12 unconnected molecules or ions with the total composition C48H96O33 at a distorted geometry.

XYZ file:
```
177
Properties=species:S:1:pos:R:3
C 16.86 -1.76 -1.27
C 16.03 -0.96 -2.26
O 14.68 -0.83 -1.97
C 14.20 0.11 -1.11
O 14.89 0.75 -0.34
O 12.87 0.20 -1.22
C 12.00 0.84 -0.31
H 16.78 -1.36 -0.26
H 17.93 -1.74 -1.46
H 16.54 -2.80 -1.37
H 16.17 -1.42 -3.24
H 16.39 0.06 -2.24
H 11.02 0.44 -0.56
H 11.95 1.92 -0.45
H 12.19 0.60 0.74
C 8.80 -11.52 -7.51
C 9.88 -10.52 -7.80
O 10.31 -9.87 -6.60
C 11.35 -9.01 -6.77
O 11.97 -8.81 -7.81
O 11.65 -8.60 -5.53
C 12.95 -8.13 -5.24
H 8.41 -12.04 -8.38
H 8.05 -11.01 -6.90
H 9.23 -12.31 -6.89
H 9.48 -9.84 -8.55
H 10.72 -11.09 -8.20
H 13.29 -7.26 -5.81
H 13.63 -8.95 -5.05
H 12.93 -7.73 -4.23
C 12.49 -10.74 -0.45
C 13.93 -11.10 -0.79
O 14.71 -10.14 -0.02
C 15.99 -10.03 -0.18
O 16.75 -10.73 -0.84
O 16.43 -9.06 0.60
C 17.81 -8.84 0.72
H 12.31 -9.69 -0.70
H 12.19 -10.85 0.59
H 11.90 -11.37 -1.12
H 14.04 -11.01 -1.87
H 14.20 -12.08 -0.38
H 18.31 -8.70 -0.24
H 18.25 -9.68 1.25
H 17.79 -7.95 1.35
C 6.06 -12.51 3.02
C 4.79 -11.62 2.93
O 4.93 -10.41 3.62
C 5.79 -9.45 3.14
O 6.67 -9.63 2.26
O 5.64 -8.33 3.87
C 6.61 -7.32 3.64
H 6.51 -12.71 3.99
H 6.88 -12.07 2.45
H 5.95 -13.49 2.54
H 3.90 -12.20 3.18
H 4.65 -11.41 1.86
H 6.81 -6.58 4.41
H 6.49 -6.84 2.66
H 7.62 -7.70 3.54
C 13.15 1.12 15.09
C 14.47 0.92 14.33
O 14.27 0.15 13.11
C 15.21 -0.44 12.49
O 16.40 -0.40 12.88
O 14.65 -1.10 11.51
C 15.44 -1.98 10.69
H 13.29 1.89 15.84
H 12.91 0.17 15.56
H 12.47 1.51 14.33
H 15.22 0.47 14.98
H 14.81 1.92 14.04
H 15.03 -2.15 9.70
H 15.44 -2.97 11.14
H 16.47 -1.61 10.59
C 4.18 0.84 -1.84
C 4.89 -0.36 -2.54
O 4.36 -1.55 -1.87
C 4.81 -1.98 -0.65
O 5.70 -1.43 0.01
O 4.18 -3.19 -0.30
C 2.93 -3.59 -0.86
H 4.54 1.77 -2.28
H 4.49 0.90 -0.80
H 3.12 0.70 -2.05
H 5.98 -0.29 -2.49
H 4.63 -0.39 -3.59
H 2.21 -3.61 -0.04
H 3.02 -4.58 -1.30
H 2.54 -2.77 -1.48
C 23.44 -5.18 7.70
C 22.70 -6.41 7.21
O 21.28 -6.26 7.53
C 20.38 -7.14 7.16
O 20.66 -8.26 6.77
O 19.17 -6.63 7.33
C 17.94 -7.30 7.08
H 23.13 -4.93 8.71
H 23.22 -4.25 7.18
H 24.51 -5.34 7.61
H 23.03 -7.33 7.69
H 22.78 -6.52 6.13
H 17.77 -8.07 7.84
H 17.91 -7.79 6.11
H 17.04 -6.68 7.12
C 10.06 -2.32 -8.23
C 9.90 -3.74 -8.74
O 9.00 -3.80 -9.90
C 7.88 -4.53 -9.92
O 7.50 -5.18 -8.97
O 7.28 -4.42 -11.12
C 6.09 -5.06 -11.47
H 9.04 -1.97 -8.09
H 10.61 -1.72 -8.95
H 10.58 -2.24 -7.28
H 9.59 -4.40 -7.93
H 10.88 -4.11 -9.04
H 6.23 -6.12 -11.68
H 5.59 -4.55 -12.29
H 5.37 -5.08 -10.65
C -0.50 -12.87 -4.99
C 0.19 -12.06 -3.88
O 1.50 -11.68 -4.31
C 2.27 -11.00 -3.42
O 1.99 -10.71 -2.25
O 3.35 -10.65 -4.08
C 4.40 -9.97 -3.46
H -1.50 -13.18 -4.67
H 0.11 -13.74 -5.23
H -0.59 -12.29 -5.91
H 0.27 -12.64 -2.97
H -0.45 -11.19 -3.69
H 5.33 -9.97 -4.04
H 4.76 -10.45 -2.55
H 4.14 -8.94 -3.23
C 10.95 -4.36 -0.53
C 11.15 -4.38 0.98
O 12.54 -4.24 1.31
C 13.03 -4.22 2.56
C 14.56 -4.18 2.65
O 12.33 -4.36 3.59
H 11.54 -5.11 -1.06
H 10.91 -3.36 -0.95
H 9.93 -4.74 -0.66
H 10.58 -3.67 1.57
H 10.94 -5.35 1.42
H 15.02 -3.24 2.32
H 14.84 -5.07 2.08
H 14.93 -4.31 3.67
C 25.28 1.24 5.02
C 24.28 0.26 4.41
O 23.01 0.53 5.04
C 21.97 -0.28 4.78
C 20.75 0.28 5.53
O 21.98 -1.38 4.22
H 25.44 1.15 6.09
H 24.98 2.25 4.77
H 26.24 1.05 4.54
H 24.31 0.25 3.32
H 24.57 -0.75 4.67
H 20.76 0.04 6.59
H 19.85 -0.03 5.00
H 20.81 1.36 5.43
C 9.55 -3.85 10.05
C 9.00 -3.34 11.36
O 9.81 -3.76 12.46
C 9.38 -3.51 13.70
C 10.43 -3.97 14.74
O 8.35 -2.98 14.07
H 10.62 -3.63 10.08
H 9.05 -3.30 9.25
H 9.44 -4.93 9.98
H 8.97 -2.25 11.37
H 7.95 -3.61 11.45
H 10.49 -5.06 14.65
H 9.98 -3.75 15.71
H 11.37 -3.43 14.66
```

HOMO level ... -10.0876 eV
Total energy ... -4369.385105 Eh
Orbital gap ... 0.3746 Eh
SMILES string ... CCOC(=O)OC.CCOC(=O)OC.CCOC(=O)OC.CCOC(=O)OC.CCOC(=O)OC.CCOC(=O)OC.CCOC(=O)OC.CCOC(=O)OC.CCOC(=O)OC.CCOC(C)=O.CCOC(C)=O.CCOC(C)=O